The following is a DFT calculation (the ωB97M-V functional and the def2-TZVPD basis) of a cluster of 6 separate species, C12H39N3O6 in total.

Last columns: bonded neighbours and bond lengths (Å).
CARTESIAN COORDINATES (ANGSTROEM)
1 H 4.294 12.546 8.405  C10 1.070
2 C 11.243 6.857 9.788  H35 1.101, C46 1.545, H56 1.118, H57 1.085
3 N 11.524 9.239 9.012  H22 1.016, C46 1.469, H59 1.023
4 H 5.155 12.102 6.931  C10 1.128
5 O 10.000 11.663 9.336  H6 0.996, H51 0.989
6 H 9.085 11.815 8.974  O5 0.996
7 H 9.955 9.421 6.168  O15 0.969
8 O 12.176 13.210 7.262  C9 1.410, C60 1.403
9 C 13.511 12.759 7.233  O8 1.410, C20 1.540, H21 1.119, H32 1.133
10 C 5.077 11.915 8.041  H1 1.070, H4 1.128, C26 1.541, H31 1.081
11 N 15.393 12.548 8.882  H13 1.022, C20 1.409, H24 0.992
12 H 13.030 14.754 8.711  C52 1.044
13 H 16.180 13.061 8.480  N11 1.022
14 H 7.325 8.283 11.010  C45 1.103
15 O 9.016 9.507 5.944  H7 0.969, H39 0.975
16 H 14.648 15.100 8.316  C52 1.065
17 H 8.921 9.257 8.824  C44 1.106
18 H 14.279 14.688 10.013  C52 1.119
19 H 6.540 10.490 9.984  C47 1.115
20 C 14.100 13.046 8.627  C9 1.540, N11 1.409, H33 1.094, C52 1.497
21 H 13.486 11.688 6.908  C9 1.119
22 H 10.978 10.017 9.370  N3 1.016
23 H 9.500 9.046 10.458  C44 1.088
24 H 15.489 11.570 8.750  N11 0.992
25 H 6.680 6.919 10.334  C45 1.075
26 C 6.441 12.235 8.680  C10 1.541, N41 1.436, H43 1.100, C47 1.528
27 H 6.364 11.055 12.629  C34 1.118
28 H 7.563 12.235 6.977  N41 1.022
29 O 8.539 7.362 9.665  C44 1.397, C45 1.368
30 O 12.448 9.559 6.395  H38 1.058, H55 0.978
31 H 4.890 10.860 8.185  C10 1.081
32 H 14.106 13.269 6.415  C9 1.133
33 H 13.373 12.651 9.343  C20 1.094
34 C 5.981 12.036 12.251  H27 1.118, O49 1.376, H50 1.116, H53 1.101
35 H 10.777 5.905 9.490  C2 1.101
36 H 11.571 11.977 5.691  C60 1.156
37 H 11.996 13.707 5.252  C60 1.099
38 H 12.116 9.451 7.393  O30 1.058
39 H 8.840 8.984 5.140  O15 0.975
40 H 7.536 10.744 7.600  N41 1.023
41 N 7.511 11.732 7.865  C26 1.436, H28 1.022, H40 1.023
42 H 7.616 11.858 10.402  C47 1.101
43 H 6.574 13.320 8.797  C26 1.100
44 C 9.327 8.507 9.528  H17 1.106, H23 1.088, O29 1.397, C46 1.501
45 C 7.285 7.759 10.041  H14 1.103, H25 1.075, O29 1.368, H48 1.132
46 C 10.659 8.052 9.004  C2 1.545, N3 1.469, C44 1.501, H54 1.081
47 C 6.602 11.601 10.061  H19 1.115, C26 1.528, H42 1.101, O49 1.424
48 H 6.840 8.313 9.160  C45 1.132
49 O 5.596 12.109 10.932  C34 1.376, C47 1.424
50 H 5.120 12.301 12.909  C34 1.116
51 H 10.513 12.266 8.743  O5 0.989
52 C 14.019 14.508 8.939  H12 1.044, H16 1.065, H18 1.119, C20 1.497
53 H 6.768 12.786 12.430  C34 1.101
54 H 10.476 7.750 7.983  C46 1.081
55 H 13.351 9.182 6.412  O30 0.978
56 H 11.173 7.011 10.893  C2 1.118
57 H 12.254 6.687 9.433  C2 1.085
58 H 10.460 13.391 6.208  C60 1.126
59 H 12.325 9.111 9.636  N3 1.023
60 C 11.526 13.082 6.025  O8 1.403, H36 1.156, H37 1.099, H58 1.126

The net charge is 0. As for the SMILES: COC[C@H](C)N.COC[C@H](C)N.COC[C@H](C)N.O.O.O. As for the energy relative to the best compared isomer or geometry (same formula, charge and spin): 0.520 eV.